{"formula": "C8H17NO", "method": "the ωB97M-V functional and the def2-TZVPD basis", "elements": ["C", "C", "C", "C", "C", "C", "C", "C", "N", "O", "H", "H", "H", "H", "H", "H", "H", "H", "H", "H", "H", "H", "H", "H", "H", "H", "H"], "coordinates": [[-1.28815, -0.80531, -0.96935], [-2.67849, -0.79215, -0.24607], [-0.47968, 0.26570, -0.20008], [-0.47219, 1.59831, -1.02869], [1.92517, -0.18570, -0.90846], [1.12137, -1.32205, 1.07245], [1.51726, 1.08271, 1.22249], [0.94501, -0.02764, 0.32075], [-1.42685, 0.68213, 1.06178], [-2.69914, 0.41350, 0.50460], [-0.71136, -1.81203, -0.76466], [-1.33177, -0.58406, -2.09457], [-3.50537, -0.75916, -1.05671], [-2.85110, -1.62943, 0.38388], [0.04903, 1.43778, -2.02018], [0.12066, 2.30474, -0.37206], [-1.50017, 1.96249, -1.31566], [3.01804, -0.29720, -0.61395], [1.64949, 0.65676, -1.54140], [1.71728, -0.99408, -1.53874], [2.15278, -1.52478, 1.58268], [0.46286, -1.38994, 1.96341], [0.90791, -2.27914, 0.51087], [2.31091, 0.72868, 1.81066], [0.75045, 1.41979, 1.80926], [1.66493, 1.93769, 0.64002], [-1.36887, -0.08759, 1.78772]], "forces_ev_per_a": [[1.4, -1.7, 0.6], [0.0, 1.1, -2.7], [-1.4, 2.1, 1.0], [0.6, -0.1, -0.1], [0.1, 1.6, 1.0], [0.1, -2.6, 2.1], [-1.2, -1.1, -1.8], [2.2, -1.3, -1.0], [0.9, -2.5, -1.3], [-1.1, 0.5, -0.2], [-1.4, 1.7, -0.8], [0.0, -0.4, 1.8], [1.1, 0.1, 1.6], [0.0, -0.9, 0.6], [-0.5, 0.3, 1.1], [-1.1, -0.2, -1.3], [1.0, -0.4, 0.9], [-1.4, 0.7, -0.3], [1.3, 0.3, 0.0], [-0.6, -1.8, -0.6], [-1.5, 0.8, -1.4], [0.0, 0.1, -0.3], [0.2, 1.1, 0.2], [1.3, -0.1, 0.5], [-2.0, 0.6, 2.2], [1.4, 1.2, -0.9], [0.5, 0.9, -0.8]], "multiplicity": 1, "homo_energy_ev": -9.603, "de_lowest_ev": 4.1565}

{"formula": "C8H24Cl2NiO12", "method": "the ωB97M-V functional and the def2-TZVPD basis", "elements": ["Ni", "Cl", "O", "O", "O", "O", "Cl", "O", "O", "O", "O", "C", "C", "O", "H", "H", "H", "H", "H", "H", "C", "C", "O", "H", "H", "H", "H", "H", "H", "C", "C", "O", "H", "H", "H", "H", "H", "H", "C", "C", "O", "H", "H", "H", "H", "H", "H"], "coordinates": [[0.04492, -0.21352, -0.28947], [2.95066, -0.55441, 1.84279], [4.07315, -1.38174, 1.53649], [3.38854, 0.81405, 1.94700], [1.94612, -0.59368, 0.76544], [2.35955, -0.96885, 3.07939], [1.44965, -0.31232, -3.66408], [2.80138, -0.77221, -3.62649], [0.83738, -0.62713, -2.38408], [1.39322, 1.12564, -3.79646], [0.70159, -0.95668, -4.69373], [-0.67983, 0.55077, 3.87692], [-0.32754, 1.04336, 2.45432], [-0.88788, 0.10242, 1.51165], [-0.13640, 1.11181, 4.63621], [-0.30086, -0.46941, 3.96997], [-1.74865, 0.55671, 4.09411], [0.74155, 1.21438, 2.37081], [-0.85888, 1.99336, 2.34055], [-1.80923, 0.07307, 1.79348], [0.08465, -4.19614, 1.19917], [-0.87580, -3.26909, 0.47151], [-0.13253, -2.36483, -0.36536], [-0.47867, -4.68307, 1.99816], [0.83452, -3.58490, 1.70835], [0.62789, -4.92659, 0.60182], [-1.45180, -2.69585, 1.19486], [-1.54985, -3.85626, -0.15884], [0.50414, -2.92306, -0.83083], [-2.88899, 1.09224, -2.90538], [-3.00794, 0.29892, -1.64252], [-1.79723, -0.45388, -1.37607], [-3.88682, 1.40955, -3.21693], [-2.39261, 0.52838, -3.69251], [-2.34678, 2.02893, -2.74822], [-3.70026, -0.52559, -1.86272], [-3.46653, 0.80543, -0.79511], [-1.78403, -1.17402, -2.01425], [1.58017, 3.67830, 0.14697], [1.54324, 2.43979, -0.71231], [0.26295, 1.75711, -0.68309], [1.00185, 4.47648, -0.33164], [2.56928, 4.13320, 0.18924], [1.20936, 3.49546, 1.15472], [2.29025, 1.68467, -0.46754], [1.72623, 2.66935, -1.76486], [-0.41317, 2.41987, -0.86146]], "forces_ev_per_a": [[0.6, -0.8, -1.0], [1.5, 1.0, 0.7], [-0.7, -0.2, -0.5], [-0.4, 0.1, -0.1], [-0.7, -0.4, -0.7], [-0.7, -0.2, -0.1], [1.0, 1.2, -0.4], [-0.1, 0.0, -0.2], [-1.0, -0.8, 1.9], [0.0, -0.3, -0.2], [-0.3, -0.1, -0.1], [1.0, -0.5, -0.5], [-1.0, 0.6, 2.0], [0.4, 0.2, 0.1], [-0.2, 0.3, -0.1], [-0.1, 0.0, 0.0], [0.0, 0.2, -0.1], [0.0, -0.5, -0.6], [0.3, 0.1, -0.4], [-0.1, -0.4, -0.6], [-0.1, 0.6, 0.9], [0.5, -0.7, -0.1], [-0.3, 0.1, 0.0], [0.1, -0.4, -0.2], [0.0, 0.0, 0.0], [-0.3, 0.0, -0.3], [0.1, 0.2, -0.2], [-0.2, 0.2, 0.0], [0.3, 0.6, -0.2], [0.0, 1.3, 0.2], [-0.7, -2.1, -1.1], [0.0, 0.9, 1.2], [0.0, -0.2, -0.2], [-0.1, 0.0, 0.0], [0.2, -0.1, -0.1], [-0.4, 0.4, 0.1], [0.9, 0.2, 0.3], [0.5, 0.0, 0.0], [-0.3, 0.4, -0.3], [1.0, -0.3, -0.9], [-0.1, 0.4, 0.6], [-0.4, -0.1, 0.2], [0.2, -0.5, 0.1], [0.1, 0.0, 0.0], [-0.1, 0.1, 0.4], [0.0, 0.1, 0.1], [-0.2, -0.3, -0.1]], "multiplicity": 3, "homo_energy_ev": [-9.645, -9.643], "de_lowest_ev": 0.0000}

{"formula": "CH4IN4P", "method": "the ωB97M-V functional and the def2-TZVPD basis", "elements": ["C", "N", "N", "N", "N", "P", "I", "H", "H", "H", "H"], "coordinates": [[-0.31882, 0.08983, -1.02590], [0.66564, -1.83654, -1.71063], [-0.37403, -1.71153, -2.33007], [0.67785, -0.84965, -0.65743], [-1.11432, -0.65741, -1.90968], [-1.41538, 0.31738, 0.65720], [-2.32352, 0.23224, -3.23724], [0.11976, 1.14399, -1.15289], [1.56587, -0.55518, -0.52602], [-0.97558, 1.61658, 0.54254], [-0.43125, 0.01272, 1.47756]], "forces_ev_per_a": [[-0.4, 2.4, 4.6], [0.5, 0.1, 1.3], [-0.1, -1.1, -2.0], [-2.4, -2.7, -1.9], [-0.3, 0.0, -0.5], [-1.4, 0.6, -2.8], [-0.1, 0.1, -0.2], [-0.8, -1.3, -1.1], [3.3, 1.3, 0.5], [-0.3, 1.2, 0.7], [2.0, -0.7, 1.5]], "multiplicity": 1, "homo_energy_ev": -8.237, "de_lowest_ev": 2.2871}

{"formula": "C26H56Br2O20S6", "method": "the ωB97M-V functional and the def2-TZVPD basis", "elements": ["Br", "C", "C", "Br", "H", "H", "H", "H", "O", "S", "O", "O", "C", "C", "C", "H", "H", "H", "H", "H", "H", "H", "H", "O", "S", "O", "O", "C", "C", "C", "H", "H", "H", "H", "H", "H", "H", "H", "O", "S", "O", "O", "C", "C", "C", "H", "H", "H", "H", "H", "H", "H", "H", "O", "S", "O", "O", "C", "C", "C", "H", "H", "H", "H", "H", "H", "H", "H", "O", "S", "O", "O", "C", "C", "C", "H", "H", "H", "H", "H", "H", "H", "H", "O", "S", "O", "O", "C", "C", "C", "H", "H", "H", "H", "H", "H", "H", "H", "C", "C", "C", "O", "C", "C", "C", "O", "H", "H", "H", "H"], "coordinates": [[-3.32764, 1.88784, -0.44339], [-4.91634, 1.84506, 0.74150], [-4.94385, 3.05165, 1.62971], [-3.47247, 2.92297, 2.94485], [-4.84233, 0.90291, 1.27969], [-5.84172, 1.73683, 0.17537], [-5.90103, 3.18008, 2.13425], [-4.80835, 3.98699, 1.09125], [-0.50736, -5.30650, -4.84305], [-0.45351, -4.65229, -3.57600], [-1.63735, -3.97514, -3.11163], [-0.00596, -5.73470, -2.45002], [-0.01442, -5.29873, -1.06988], [0.17547, -6.55107, -0.25281], [0.97998, -3.55656, -3.51178], [-0.98436, -4.82339, -0.90717], [0.78026, -4.56899, -0.90690], [-0.60139, -7.28878, -0.43443], [0.22311, -6.29388, 0.80736], [1.14292, -6.98361, -0.51425], [1.18290, -3.29405, -2.47570], [0.81864, -2.63570, -4.06763], [1.87666, -4.06723, -3.85766], [0.01816, 1.19370, -2.53945], [1.26903, 1.16149, -3.23917], [1.35894, 0.35155, -4.41855], [1.65149, 2.67114, -3.61165], [2.96061, 2.90450, -4.16877], [3.12577, 2.56115, -5.64412], [2.55087, 0.76144, -1.97969], [3.78502, 2.62130, -3.51157], [2.98225, 3.99362, -4.07603], [4.11306, 2.83185, -6.01969], [2.41345, 3.17879, -6.18870], [3.00262, 1.49600, -5.82507], [2.00459, 0.14528, -1.27112], [2.90391, 1.70761, -1.58394], [3.35702, 0.18358, -2.42600], [5.33549, -6.63106, -1.58567], [5.01927, -5.25426, -1.86501], [4.05425, -4.87941, -2.86296], [4.43187, -4.65982, -0.45154], [4.27657, -3.22620, -0.35582], [5.25051, -2.55580, 0.60315], [6.53203, -4.30542, -2.04379], [3.22114, -3.07425, -0.11747], [4.30183, -2.82710, -1.37538], [5.27091, -1.50088, 0.32075], [6.25497, -2.95829, 0.50950], [4.87465, -2.60270, 1.62201], [7.19071, -4.47448, -1.19379], [6.29951, -3.26018, -2.20804], [7.08826, -4.75938, -2.86534], [-1.00129, 2.40322, 5.31790], [-1.53965, 2.45327, 6.64769], [-1.39458, 3.65105, 7.42855], [-3.13853, 2.20649, 6.59882], [-3.59641, 1.01765, 5.93744], [-4.66773, 0.35109, 6.79975], [-1.02251, 1.02700, 7.63848], [-2.73010, 0.39831, 5.69985], [-4.02421, 1.30360, 4.97614], [-4.28136, 0.17036, 7.80630], [-4.91227, -0.62109, 6.37753], [-5.50191, 1.03476, 6.93836], [-1.13394, 0.11457, 7.06211], [-1.50804, 1.21599, 8.59016], [0.05094, 1.16034, 7.79036], [2.17080, 3.95668, -0.89636], [1.51784, 3.61356, 0.33640], [1.85432, 2.37402, 1.00585], [1.65196, 4.82716, 1.40111], [1.28245, 4.57700, 2.77149], [1.01096, 5.90413, 3.46851], [-0.25135, 3.70437, -0.01047], [2.13727, 4.03557, 3.19094], [0.45628, 3.86820, 2.86415], [1.85540, 6.58163, 3.36241], [0.78267, 5.64116, 4.49509], [0.15335, 6.38647, 2.99859], [-0.46353, 2.94359, -0.75742], [-0.46006, 4.70960, -0.37076], [-0.81964, 3.59380, 0.91150], [-5.29312, -0.89792, -2.39693], [-4.32987, -0.60218, -3.41815], [-4.44991, -1.08328, -4.77299], [-4.31697, 1.03910, -3.46475], [-3.29543, 1.69152, -4.21758], [-3.62722, 3.16205, -4.25906], [-2.68119, -0.93408, -2.76195], [-3.27451, 1.25386, -5.22000], [-2.27433, 1.54986, -3.84898], [-4.63552, 3.32769, -4.64579], [-3.04940, 3.74110, -4.98673], [-3.47203, 3.67247, -3.30959], [-2.64808, -2.00079, -2.55023], [-2.59920, -0.34436, -1.85251], [-1.87409, -0.61882, -3.41790], [0.34061, -1.86112, 2.74679], [0.55672, -2.23149, 1.48353], [0.04556, -1.48831, 0.31221], [0.13759, -1.89680, -0.82118], [-0.76631, -0.29081, 0.69914], [-0.98257, 0.11000, 1.95274], [-0.33348, -0.58919, 3.10103], [-0.57665, -0.31702, 4.25897], [0.69581, -2.38084, 3.62970], [0.96028, -3.23660, 1.38854], [-1.05827, 0.30051, -0.16040], [-1.49612, 1.04445, 2.14280]], "forces_ev_per_a": [[-0.9, 0.2, 0.4], [0.1, -0.5, -0.2], [0.3, 0.3, 0.1], [-0.5, 0.4, -0.3], [0.3, 0.2, 0.2], [0.3, 0.4, -0.5], [0.2, -0.4, 0.4], [0.3, -0.1, -0.1], [0.3, -0.2, 0.5], [0.5, 0.4, 0.5], [0.6, -0.1, 0.1], [-0.1, 0.5, -1.1], [-0.7, -0.2, -0.3], [0.6, 0.2, 0.1], [0.0, -0.1, 0.3], [0.1, 0.1, 0.2], [0.0, -0.1, 0.0], [-0.1, 0.1, 0.0], [-0.2, -0.1, 0.0], [-0.1, -0.1, 0.0], [-0.4, 0.1, 0.0], [-0.3, -0.1, -0.2], [-0.3, -0.3, -0.3], [-0.1, 0.5, 0.0], [0.8, 0.0, 0.5], [0.3, -0.1, 0.3], [-0.4, -1.3, 0.2], [0.5, 1.9, -0.3], [-0.1, -0.2, 0.4], [-0.7, -0.2, -1.2], [-0.3, -0.8, 0.1], [0.2, 0.0, -0.1], [0.1, 0.1, 0.3], [-0.2, -0.4, -0.2], [-0.3, 0.1, -0.2], [0.1, 0.2, 0.2], [-0.1, -0.1, 0.3], [0.0, 0.1, -0.1], [-0.2, 1.2, -0.4], [-0.6, 0.0, 1.6], [0.8, -0.2, 0.0], [0.9, -0.5, -0.5], [-0.7, -0.2, -0.9], [-0.7, 0.2, -0.5], [0.2, -0.8, -0.2], [0.1, 0.1, 0.5], [0.4, 0.1, 0.1], [0.1, 0.0, 0.1], [0.0, -0.1, 0.1], [0.3, -0.2, 0.1], [-0.4, 0.1, 0.3], [0.1, 0.0, -0.1], [-0.4, 0.2, -0.3], [-0.1, -0.1, 0.3], [-0.8, 0.3, 0.3], [0.0, -0.7, -0.3], [0.9, 0.4, 0.2], [-0.4, -0.3, -0.3], [1.1, 0.2, 0.4], [0.9, 1.5, -0.7], [-0.2, -0.3, 0.1], [0.1, 0.1, 0.1], [0.1, -0.1, 0.0], [-0.4, 0.1, -0.1], [-0.3, -0.2, -0.3], [-0.5, -0.1, 0.4], [-0.3, -0.7, 0.0], [0.0, 0.1, -0.1], [0.3, 0.2, 0.9], [-1.3, 0.1, 0.6], [-0.2, 0.8, -0.4], [0.0, -0.4, -1.6], [0.8, -0.5, 0.6], [-0.1, -0.7, -0.9], [0.6, 0.2, 0.5], [-0.1, 0.3, 0.3], [-0.3, 0.3, -0.3], [0.1, -0.1, 0.3], [0.0, 0.4, 0.3], [-0.1, 0.0, 0.2], [-0.1, 0.0, 0.0], [0.2, -0.1, -0.3], [0.0, -0.4, 0.0], [0.2, 0.0, -0.5], [1.0, 1.2, -0.3], [0.0, 0.2, 1.0], [0.0, -1.1, 0.5], [0.5, 0.1, -1.1], [-0.2, 0.7, -0.6], [-0.6, 0.1, 0.0], [-0.2, 0.1, -0.1], [-0.3, -0.2, 0.6], [-0.2, -0.2, 0.5], [0.5, -0.5, 0.0], [-0.3, -0.2, 0.2], [0.1, 0.0, -0.1], [-0.2, -0.2, 0.1], [-0.2, -0.2, -0.3], [0.8, 1.0, 0.1], [0.2, -1.3, 0.9], [-1.0, 0.0, 1.4], [0.4, 0.2, -0.2], [0.6, 0.3, -0.8], [0.9, 0.5, -0.2], [-1.8, -0.7, -0.4], [0.4, 0.2, -0.1], [0.0, -0.4, -0.3], [0.2, 0.2, -0.6], [-0.4, 0.0, 0.1], [-0.2, -0.1, 0.1]], "multiplicity": 1, "homo_energy_ev": -10.228, "de_lowest_ev": 0.0000}